4 unconnected molecules or ions with the total composition C5H18N4O4 at a distorted geometry. Source: the OMol25 dataset; level of theory: ωB97M-V with the def2-TZVPD basis set.

Each atom is followed by the atoms it is bonded to, with distances in Å.
Atoms and positions in Å:
1 N -2.189 0.108 -0.750  C2 1.369, H5 1.001, H6 1.007
2 C -3.208 -0.495 -0.061  N1 1.369, N3 1.365, O4 1.231
3 N -2.813 -1.424 0.857  C2 1.365, H7 1.002, H8 1.015
4 O -4.393 -0.247 -0.286  C2 1.231
5 H -2.396 0.916 -1.302  N1 1.001
6 H -1.230 -0.190 -0.674  N1 1.007
7 H -3.542 -1.823 1.417  N3 1.002
8 H -1.841 -1.565 1.111  N3 1.015
9 N 0.682 -0.751 -3.842  C10 1.371, H13 1.003, H14 1.001
10 C 1.136 -0.927 -2.561  N9 1.371, N11 1.359, O12 1.227
11 N 1.979 -1.975 -2.373  C10 1.359, H15 1.001, H16 1.001
12 O 0.746 -0.212 -1.643  C10 1.227
13 H -0.033 -0.065 -3.997  N9 1.003
14 H 0.934 -1.327 -4.622  N9 1.001
15 H 2.286 -2.192 -1.445  N11 1.001
16 H 2.142 -2.602 -3.137  N11 1.001
17 C -0.214 1.257 2.391  C18 1.524, H21 1.090, H22 1.088, H23 1.089
18 C 0.862 1.343 1.316  C17 1.524, C19 1.529, O20 1.451, H24 1.096
19 C 1.520 2.721 1.232  C18 1.529, H25 1.088, H26 1.097, H27 1.094
20 O 1.831 0.276 1.480  C18 1.451, H28 0.962
21 H -1.183 1.057 1.935  C17 1.090
22 H -0.259 2.196 2.939  C17 1.088
23 H 0.008 0.457 3.096  C17 1.089
24 H 0.496 1.227 0.289  C18 1.096
25 H 0.739 3.431 0.965  C19 1.088
26 H 2.274 2.738 0.434  C19 1.097
27 H 2.085 3.027 2.117  C19 1.094
28 H 2.598 0.537 0.962  O20 0.962
29 O -0.009 -1.913 1.575  H30 0.976, H31 0.961
30 H 0.490 -1.074 1.558  O29 0.976
31 H 0.503 -2.507 1.019  O29 0.961

Calculated values
LUMO energy ... 0.2 eV
SMILES ... NC(N)=O.NC(N)=O.CC(C)O.O
F_max ... 0.024 hartree/bohr
Gap between HOMO and LUMO ... 0.343 hartree
HOMO level ... -9.09 eV
Calculated total energy ... -721.37221 a.u.
ΔE to the lowest compared entry with this formula, charge and spin ... 0.0 kcal per mole



3 unconnected molecules or ions with the total composition C5H18NO2 at a distorted geometry. Source: the OMol25 dataset; level of theory: ωB97M-V with the def2-TZVPD basis set.

Each atom is followed by the atoms it is bonded to, with distances in Å.
Atoms and positions in Å:
1 C 1.946 0.667 0.616  C2 1.486, N6 1.496, H7 1.097, H8 1.089
2 C 0.661 0.418 1.320  C1 1.486, C3 1.530, H9 1.088, H10 1.080
3 C -0.306 -0.621 0.749  C2 1.530, C4 1.529, H11 1.094, H12 1.097
4 C -1.401 -0.955 1.763  C3 1.529, C5 1.527, H13 1.089, H14 1.069
5 C -2.490 -1.834 1.152  C4 1.527, H15 1.088, H16 1.094, H17 1.089
6 N 1.890 1.621 -0.535  C1 1.496, H18 1.023, H19 1.014, H20 1.039
7 H 2.405 -0.249 0.222  C1 1.097
8 H 2.851 0.898 1.176  C1 1.089
9 H 0.756 0.304 2.397  C2 1.088
10 H 0.109 1.343 1.405  C2 1.080
11 H -0.725 -0.212 -0.175  C3 1.094
12 H 0.240 -1.517 0.427  C3 1.097
13 H -0.952 -1.539 2.565  C4 1.089
14 H -1.774 0.000 2.067  C4 1.069
15 H -2.919 -2.560 1.840  C5 1.088
16 H -2.093 -2.450 0.339  C5 1.094
17 H -3.248 -1.253 0.627  C5 1.089
18 H 1.510 2.514 -0.210  N6 1.023
19 H 2.793 1.741 -0.980  N6 1.014
20 H 1.218 1.363 -1.284  N6 1.039
21 H 0.654 -0.478 -3.960  O23 0.969
22 H 0.658 -1.343 -2.740  O23 0.967
23 O 0.489 -0.429 -3.006  H21 0.969, H22 0.967
24 H -1.413 1.688 -1.462  O26 0.955
25 H -0.304 1.074 -2.448  O26 0.971
26 O -0.555 1.808 -1.864  H24 0.955, H25 0.971

Calculated values
LUMO energy ... -3.1 eV
F_max ... 0.053 hartree/bohr
Charge ... +1
Gap between HOMO and LUMO ... 0.420 hartree
HOMO level ... -14.54 eV
Calculated total energy ... -406.29366 a.u.
ΔE to the lowest compared entry with this formula, charge and spin ... 17.7 kcal per mole



4 unconnected molecules or ions with the total composition C5H18NO2 at a distorted geometry. Source: the OMol25 dataset; level of theory: ωB97M-V with the def2-TZVPD basis set.

Each atom is followed by the atoms it is bonded to, with distances in Å.
Atoms and positions in Å:
1 C 0.222 -1.462 -2.116  C2 1.612, H7 1.090, H8 1.088, H9 1.085
2 C 0.754 -0.292 -1.144  C1 1.612, C3 1.554, N6 1.399, H10 1.106
3 C 1.156 -1.026 0.166  C2 1.554, C4 1.674, H11 1.089, H12 1.105
4 C 1.488 -0.139 1.547  C3 1.674, C5 1.533, H13 1.095, H14 1.097
5 C 2.493 0.927 1.099  C4 1.533, H15 1.086, H16 1.103, H17 1.102
6 N -0.169 0.709 -0.818  C2 1.399, H20 1.040
7 H -0.772 -1.741 -1.766  C1 1.090
8 H 0.129 -1.001 -3.097  C1 1.088
9 H 0.929 -2.286 -2.123  C1 1.085
10 H 1.603 0.161 -1.688  C2 1.106
11 H 2.077 -1.592 0.036  C3 1.089
12 H 0.340 -1.744 0.363  C3 1.105
13 H 1.756 -0.887 2.301  C4 1.095
14 H 0.600 0.371 1.941  C4 1.097
15 H 2.297 1.445 0.165  C5 1.086
16 H 3.438 0.385 0.920  C5 1.103
17 H 2.656 1.663 1.904  C5 1.102
18 H 0.133 3.029 0.620  H19 0.737
19 H 0.390 3.596 1.015  H18 0.737
20 H -0.790 0.950 -1.617  N6 1.040
21 H -1.288 -0.218 0.102  O23 0.973
22 H -2.751 -0.495 0.708  O23 0.987
23 O -1.831 -0.838 0.619  H21 0.973, H22 0.987
24 H -5.231 0.215 1.034  O26 0.968
25 H -5.002 0.308 -0.490  O26 0.958
26 O -4.628 -0.039 0.321  H24 0.968, H25 0.958

Calculated values
LUMO energy (spin up / spin down) ... -13.5 / -14.5 eV
F_max ... 0.058 hartree/bohr
Charge ... +2
Gap between HOMO and LUMO (spin up / spin down) ... 0.154 / 0.117 hartree
HOMO level (spin up / spin down) ... -17.71 / -17.69 eV
2S+1 ... 2
Calculated total energy ... -405.51567 a.u.
ΔE to the lowest compared entry with this formula, charge and spin ... 174.4 kcal per mole